(1)
Formula: C40H80O30
Source: OMol25
Level of theory: the ωB97M-V functional and the def2-TZVPD basis

Atoms and positions in Å:
C -2.76 1.25 7.56
C -1.84 2.25 6.97
O -0.65 1.68 6.63
C -0.47 1.34 5.31
O -1.27 1.55 4.41
O 0.74 0.72 5.27
C 1.18 0.02 4.12
H -2.23 0.77 8.38
H -3.16 0.47 6.90
H -3.59 1.81 7.99
H -1.64 3.02 7.72
H -2.43 2.60 6.13
H 2.07 -0.58 4.35
H 1.48 0.77 3.39
H 0.48 -0.71 3.72
C -2.71 5.21 -4.80
C -1.61 4.84 -3.79
O -0.23 4.92 -4.30
C 0.54 6.06 -4.23
O 1.72 6.06 -4.54
O -0.12 7.16 -3.75
C 0.49 8.44 -3.62
H -2.44 4.68 -5.72
H -2.59 6.29 -4.93
H -3.66 4.98 -4.32
H -1.82 3.83 -3.43
H -1.83 5.54 -2.99
H 1.00 8.41 -2.66
H -0.27 9.21 -3.76
H 1.23 8.68 -4.38
C 1.55 -4.51 2.28
C 1.36 -3.78 1.01
O 2.43 -3.04 0.52
C 3.06 -2.01 1.20
O 2.56 -1.42 2.14
O 4.11 -1.59 0.49
C 4.45 -0.22 0.67
H 2.00 -5.46 1.98
H 0.60 -4.72 2.75
H 2.27 -4.19 3.03
H 0.52 -3.09 0.94
H 1.15 -4.57 0.29
H 4.39 0.24 -0.32
H 5.46 -0.02 1.04
H 3.79 0.35 1.31
C 0.61 -1.96 8.89
C 0.38 -2.93 7.81
O -0.24 -2.22 6.74
C -0.98 -2.88 5.82
O -0.95 -4.08 5.58
O -1.73 -1.94 5.27
C -2.53 -2.23 4.17
H -0.31 -1.46 9.19
H 1.33 -1.26 8.47
H 0.98 -2.48 9.77
H -0.42 -3.60 8.12
H 1.28 -3.50 7.56
H -3.49 -1.82 4.52
H -2.66 -3.27 3.88
H -2.17 -1.85 3.22
C -6.88 -5.07 2.88
C -5.94 -3.83 2.70
O -6.03 -3.32 1.41
C -4.96 -2.56 0.93
O -3.78 -2.44 1.37
O -5.30 -1.88 -0.13
C -4.29 -1.32 -0.95
H -6.69 -5.61 3.81
H -6.84 -5.79 2.07
H -7.84 -4.55 2.89
H -4.97 -4.28 2.90
H -6.06 -3.04 3.44
H -4.02 -0.38 -0.47
H -4.70 -1.05 -1.92
H -3.43 -1.97 -1.15
C -4.03 -6.04 0.14
C -4.05 -5.96 -1.39
O -2.77 -5.46 -1.76
C -2.56 -4.30 -2.34
O -3.50 -3.55 -2.75
O -1.30 -4.07 -2.35
C -0.69 -2.94 -2.97
H -3.78 -5.07 0.58
H -3.28 -6.76 0.47
H -4.97 -6.41 0.54
H -4.85 -5.42 -1.89
H -4.24 -6.94 -1.83
H -1.41 -2.13 -2.84
H -0.61 -3.20 -4.02
H 0.22 -2.74 -2.41
C 6.10 1.39 -2.57
C 7.38 0.80 -2.24
O 7.85 -0.06 -3.37
C 8.97 -0.71 -3.31
O 9.62 -0.87 -2.25
O 9.29 -1.26 -4.49
C 10.40 -2.03 -4.64
H 6.18 2.00 -3.48
H 5.76 2.00 -1.73
H 5.34 0.61 -2.60
H 7.15 0.19 -1.37
H 8.12 1.57 -2.03
H 9.96 -3.00 -4.84
H 11.07 -2.04 -3.78
H 10.98 -1.71 -5.51
C 8.05 4.20 -8.54
C 6.59 4.51 -8.93
O 5.83 4.52 -7.75
C 5.50 3.36 -7.14
O 5.90 2.23 -7.45
O 4.63 3.54 -6.12
C 3.95 4.69 -5.74
H 7.95 3.18 -8.14
H 8.52 4.93 -7.87
H 8.63 4.18 -9.46
H 6.23 3.89 -9.75
H 6.67 5.52 -9.33
H 2.92 4.37 -5.60
H 3.91 5.54 -6.42
H 4.23 5.18 -4.80
C -1.23 -0.72 0.13
C 0.24 -0.39 0.06
O 0.35 0.66 -0.87
C 1.50 0.72 -1.73
O 2.45 -0.06 -1.62
O 1.31 1.68 -2.53
C 2.38 2.28 -3.29
H -1.75 -0.34 -0.75
H -1.71 -0.47 1.08
H -1.51 -1.77 0.02
H 0.80 -1.19 -0.43
H 0.74 -0.14 0.99
H 3.00 1.65 -3.93
H 3.12 2.67 -2.59
H 2.09 3.23 -3.73
C -9.48 1.13 2.47
C -8.35 0.45 1.71
O -7.23 0.04 2.50
C -6.25 0.87 2.61
O -6.16 2.00 2.00
O -5.31 0.32 3.39
C -4.03 1.01 3.62
H -10.36 1.10 1.83
H -9.36 2.19 2.65
H -9.64 0.58 3.39
H -8.05 1.22 1.00
H -8.76 -0.48 1.32
H -3.44 0.47 2.88
H -3.69 0.81 4.64
H -4.22 2.08 3.53

Its relative energy (zero: lowest compared OMol25 entry of this formula, charge and spin) is 617.5 kJ/mol. Its multiplicity is 1. The SMILES is CCOC(=O)OC.CCOC(=O)OC.CCOC(=O)OC.CCOC(=O)OC.CCOC(=O)OC.CCOC(=O)OC.CCOC(=O)OC.CCOC(=O)OC.CCOC(=O)OC.CCOC(=O)OC.

---

(2)
Formula: C40H81FI2N9O6
Source: OMol25
Level of theory: the ωB97M-V functional and the def2-TZVPD basis

Atoms and positions in Å:
C -2.36 -7.02 -0.93
O -1.84 -7.16 -2.27
C -0.72 -6.25 -2.51
C -1.31 -4.83 -3.03
C -2.19 -5.04 -4.35
C -2.74 -3.70 -5.04
C -2.74 -2.39 -4.17
N -3.78 -2.30 -3.07
C -3.67 -1.09 -2.47
N -2.67 -0.07 -2.79
C -2.80 1.08 -1.93
C -1.98 2.42 -1.89
I 0.03 2.39 -1.01
C -2.47 3.65 -2.39
C -3.91 3.80 -3.06
I -1.26 5.47 -2.26
N -3.95 0.66 -1.12
C -4.31 1.69 -0.11
C -3.23 1.81 1.10
C -2.84 3.27 1.50
C -1.85 3.56 2.65
C -1.26 2.35 3.41
C -1.62 0.89 3.01
C -2.61 0.61 1.85
C -2.95 -0.90 1.48
N -4.48 -0.56 -1.42
C -5.65 -0.98 -0.66
C -6.98 -0.10 -1.06
O -8.12 -1.02 -1.03
C -6.90 0.58 -2.50
N -8.00 1.63 -2.52
C -4.74 -3.36 -2.72
C -6.29 -3.02 -3.11
F -4.60 -3.85 -1.35
H -2.96 -7.96 -0.66
H -1.56 -6.91 -0.12
H -3.12 -6.15 -0.90
H -0.09 -6.10 -1.55
H -0.08 -6.72 -3.34
H -0.41 -4.16 -3.30
H -1.91 -4.37 -2.17
H -1.60 -5.70 -5.09
H -3.11 -5.68 -4.06
H -3.82 -3.92 -5.40
H -2.12 -3.51 -5.99
H -1.67 -2.24 -3.76
H -3.01 -1.52 -4.89
H -3.83 4.22 -4.13
H -4.47 4.61 -2.46
H -4.50 2.82 -3.05
H -4.38 2.71 -0.64
H -5.32 1.54 0.40
H -3.29 4.15 0.93
H -1.60 4.65 2.93
H -0.55 2.56 4.27
H -1.14 0.04 3.59
H -2.79 -1.15 0.37
H -3.98 -1.19 1.87
H -2.20 -1.55 2.07
H -6.00 -2.05 -0.66
H -5.48 -0.71 0.45
H -7.23 0.69 -0.26
H -8.61 -0.95 -1.88
H -7.18 -0.14 -3.35
H -5.93 1.14 -2.72
H -8.10 2.03 -3.47
H -7.60 2.42 -1.96
H -4.58 -4.34 -3.31
H -6.71 -3.78 -3.86
H -6.98 -3.04 -2.21
H -6.25 -2.02 -3.66
C 1.71 -4.71 0.35
C 1.41 -3.21 0.31
C 1.92 -2.45 1.55
O 1.12 -2.62 2.72
C 1.38 -3.82 3.44
N -0.03 -3.02 0.11
H 1.04 -5.25 1.02
H 1.58 -5.15 -0.64
H 2.74 -4.90 0.67
H 1.93 -2.81 -0.56
H 1.88 -1.38 1.32
H 2.97 -2.68 1.76
H 2.43 -4.10 3.40
H 0.75 -4.63 3.06
H 1.10 -3.65 4.48
H -0.21 -2.02 -0.02
H -0.49 -3.24 0.99
C 2.84 9.53 -0.65
C 2.33 8.56 -1.71
C 2.69 8.98 -3.15
O 1.89 10.04 -3.67
C 2.29 11.34 -3.27
N 0.89 8.38 -1.54
H 2.24 10.44 -0.59
H 2.81 9.07 0.34
H 3.88 9.82 -0.84
H 2.82 7.60 -1.52
H 2.51 8.12 -3.81
H 3.76 9.22 -3.25
H 3.38 11.42 -3.18
H 1.80 11.61 -2.34
H 1.96 12.04 -4.04
H 0.57 7.66 -2.19
H 0.44 9.23 -1.89
C 3.49 0.46 3.20
C 4.10 0.79 1.84
C 5.65 0.82 1.85
O 6.21 1.98 2.44
C 6.29 1.94 3.86
N 3.54 2.06 1.37
H 3.53 1.30 3.90
H 2.44 0.19 3.09
H 4.01 -0.39 3.66
H 3.79 0.01 1.15
H 5.98 0.82 0.81
H 6.06 -0.09 2.30
H 6.48 0.94 4.24
H 5.37 2.34 4.29
H 7.10 2.59 4.17
H 3.88 2.24 0.43
H 3.98 2.81 1.92
C 6.70 -4.80 4.28
C 6.66 -3.53 3.44
C 7.61 -2.42 3.94
O 7.14 -1.73 5.10
C 7.38 -2.39 6.32
N 5.27 -3.05 3.36
H 6.16 -4.70 5.22
H 6.23 -5.63 3.74
H 7.73 -5.09 4.51
H 6.98 -3.80 2.43
H 7.69 -1.67 3.16
H 8.62 -2.81 4.11
H 8.32 -2.95 6.32
H 6.55 -3.06 6.56
H 7.43 -1.64 7.11
H 5.23 -2.26 2.72
H 5.04 -2.64 4.26

Its multiplicity is 1. The charge is +1.

---

(3)
Formula: C40H82F2N5O8SSi
Source: OMol25
Level of theory: the ωB97M-V functional and the def2-TZVPD basis

Atoms and positions in Å:
C -5.19 0.94 -2.76
C -3.89 1.45 -3.46
C -2.92 2.15 -2.44
C -2.15 3.29 -3.15
N -0.67 2.84 -3.26
C -0.47 2.22 -4.26
S -0.02 1.25 -5.48
C -2.12 4.56 -2.32
F -1.10 5.38 -2.71
F -3.29 5.26 -2.59
C -2.05 4.46 -0.79
C -0.90 3.56 -0.29
Si -0.31 3.97 1.46
C -1.47 3.13 2.70
C -0.23 5.85 1.74
C 1.46 3.25 1.57
C 1.62 1.96 1.04
C 2.87 1.33 1.03
C 3.95 2.00 1.59
C 3.80 3.27 2.13
C 2.57 3.94 2.12
H -6.07 1.52 -3.07
H -5.14 1.06 -1.68
H -5.36 -0.12 -2.93
H -4.20 2.26 -4.13
H -3.40 0.66 -4.03
H -2.18 1.39 -2.14
H -3.56 2.48 -1.62
H -2.99 4.14 -0.35
H -1.88 5.48 -0.41
H -1.30 2.54 -0.22
H -0.07 3.49 -0.99
H -1.30 2.05 2.77
H -2.51 3.28 2.40
H -1.36 3.54 3.71
H -1.21 6.25 2.01
H 0.15 6.33 0.84
H 0.47 6.03 2.56
H 0.77 1.44 0.62
H 2.96 0.34 0.61
H 4.91 1.49 1.58
H 4.66 3.78 2.57
H 2.46 4.93 2.53
C -11.42 -1.44 -4.14
O -11.47 -2.13 -2.90
C -11.24 -3.53 -3.00
C -9.92 -3.91 -2.35
N -8.79 -3.41 -3.12
C -7.50 -3.53 -2.43
C -7.29 -2.72 -1.15
O -7.25 -1.32 -1.35
C -8.51 -0.67 -1.36
H -11.73 -0.42 -3.96
H -10.40 -1.43 -4.55
H -12.10 -1.90 -4.87
H -11.27 -3.86 -4.05
H -12.05 -4.03 -2.47
H -9.86 -5.00 -2.29
H -9.94 -3.51 -1.33
H -8.94 -2.43 -3.33
H -6.74 -3.22 -3.15
H -7.32 -4.59 -2.22
H -6.31 -2.99 -0.76
H -8.01 -2.98 -0.37
H -9.23 -1.17 -0.70
H -8.91 -0.60 -2.37
H -8.35 0.34 -1.00
C 5.23 9.19 -4.23
O 3.84 9.18 -3.97
C 3.11 8.25 -4.78
C 2.56 7.11 -3.94
N 3.63 6.24 -3.47
C 3.20 5.26 -2.48
C 2.70 5.78 -1.13
O 3.72 6.40 -0.34
C 3.93 7.77 -0.61
H 5.66 10.01 -3.66
H 5.71 8.26 -3.92
H 5.42 9.36 -5.29
H 3.72 7.88 -5.60
H 2.27 8.81 -5.20
H 1.87 6.53 -4.55
H 1.99 7.55 -3.11
H 4.36 6.81 -3.06
H 4.06 4.61 -2.28
H 2.42 4.63 -2.92
H 2.37 4.92 -0.54
H 1.83 6.44 -1.23
H 3.02 8.27 -0.93
H 4.72 7.91 -1.36
H 4.28 8.24 0.31
C 0.80 -2.05 0.59
O 1.04 -1.35 1.79
C -0.13 -0.84 2.40
C -0.42 -1.55 3.71
N -0.84 -2.92 3.48
C -0.91 -3.74 4.69
C 0.39 -4.01 5.44
O 1.31 -4.82 4.74
C 2.16 -4.13 3.84
H 1.77 -2.28 0.14
H 0.27 -3.00 0.77
H 0.23 -1.44 -0.12
H -0.99 -0.89 1.72
H 0.06 0.22 2.61
H -1.22 -1.01 4.23
H 0.49 -1.49 4.32
H -0.19 -3.36 2.84
H -1.33 -4.70 4.40
H -1.63 -3.28 5.38
H 0.13 -4.57 6.34
H 0.88 -3.08 5.78
H 2.39 -3.12 4.18
H 1.73 -4.10 2.84
H 3.10 -4.69 3.77
C 9.74 -6.90 2.50
O 8.77 -7.26 1.53
C 8.40 -8.63 1.56
C 6.97 -8.80 2.02
N 6.83 -8.47 3.43
C 5.44 -8.38 3.89
C 4.56 -7.28 3.30
O 4.95 -5.97 3.68
C 5.95 -5.38 2.86
H 10.04 -5.87 2.31
H 9.33 -6.96 3.52
H 10.62 -7.54 2.42
H 9.09 -9.22 2.18
H 8.48 -9.00 0.53
H 6.66 -9.84 1.86
H 6.34 -8.15 1.38
H 7.28 -7.58 3.61
H 5.47 -8.24 4.97
H 4.95 -9.35 3.71
H 3.56 -7.41 3.71
H 4.46 -7.35 2.21
H 5.89 -5.72 1.83
H 6.95 -5.57 3.26
H 5.79 -4.30 2.88

Its multiplicity is 1. The charge is -1.

---

no.,orbital gap (Ha),HOMO level (Eh)
1,0.3922,-0.3744
2,0.2743,-0.3975
3,0.1711,-0.0995